C4H12NO | ωB97M-V with the def2-TZVPD basis set

LUMO level = -3.1 eV
net charge = +1
highest occupied orbital energy = -14.7 eV
SMILES = CC[NH2+]CCO
calculated total energy = -289.2843 a.u.

Last columns: bonded neighbours and bond lengths (Å).
Geometry (Å):
1 C -2.0691 -0.8618 -0.9355  C2 1.448, H7 1.134, H8 1.070, H9 1.121
2 C -0.9830 -0.8543 0.0223  C1 1.448, N3 1.554, H10 1.141, H11 1.115
3 N -0.6621 0.6567 0.1885  C2 1.554, C4 1.568, H12 1.017, H13 0.936
4 C 0.6128 0.8951 1.0703  N3 1.568, C5 1.641, H14 1.101, H15 1.108
5 C 2.0449 0.3606 0.4725  C4 1.641, O6 1.430, H16 1.178, H17 1.136
6 O 1.8778 0.4643 -0.9444  C5 1.430, H18 1.028
7 H -3.0656 -1.0105 -0.4147  C1 1.134
8 H -1.9717 -1.8025 -1.4361  C1 1.070
9 H -1.8962 -0.1932 -1.8190  C1 1.121
10 H -1.0814 -1.2793 1.0761  C2 1.141
11 H -0.0893 -1.2004 -0.5477  C2 1.115
12 H -1.4568 1.1260 0.6167  N3 1.017
13 H -0.4492 1.0772 -0.6198  N3 0.936
14 H 0.7160 1.9911 1.0316  C4 1.101
15 H 0.5408 0.4170 2.0671  C4 1.108
16 H 3.0852 0.8183 0.7826  C5 1.178
17 H 2.0517 -0.7564 0.6766  C5 1.136
18 H 2.7951 0.1520 -1.2872  O6 1.028